{"formula": "C4H10N3S", "method": "ωB97M-V/def2-TZVPD", "charge": 1, "e_homo_ev": [-9.39, -14.40], "spin_multiplicity": 3, "species": ["C", "C", "C", "C", "N", "N", "N", "S", "H", "H", "H", "H", "H", "H", "H", "H", "H", "H"], "xyz": [[1.3226, 0.6834, -0.1181], [0.1328, 0.4913, -0.9312], [-1.0134, -0.0179, -0.1008], [-1.5685, 0.9869, 0.9798], [1.4111, 1.6468, 0.7010], [1.1270, -1.8827, -0.1407], [-1.5265, -1.1749, -0.2599], [2.3614, -0.9192, -0.2156], [-0.0416, 1.5180, -1.2796], [0.2907, -0.0613, -1.8088], [-0.8589, 1.0722, 1.7628], [-2.5097, 0.6126, 1.3041], [-1.5755, 1.9769, 0.5895], [2.2676, 1.7193, 1.1246], [1.3147, -2.3700, 0.8259], [2.4595, -0.6860, -1.7538], [-1.2236, -1.9735, -0.8535], [-2.3697, -1.6220, 0.1743]], "lowdin_charge": [-0.559, -0.209, -0.263, 0.034, 0.145, -0.318, 0.174, 0.993, 0.147, 0.089, 0.069, 0.077, 0.084, 0.041, 0.088, 0.091, 0.146, 0.171]}